Version a
ORCA calculation (ωB97M-V/def2-TZVPD) on a 2-piece molecular cluster, C4H10NO3 overall.

```
! wB97M-V def2-TZVPD RIJCOSX def2/J DEFGRID3
* xyz 1 1
O -1.0380 -0.0381 2.1462
C -0.3949 0.3974 1.2228
C 0.0272 -0.6694 0.1826
C -0.9017 -0.8172 -1.0115
C -0.8914 0.4217 -1.8659
O -0.0931 1.3094 -1.7590
N 0.2817 -1.9213 0.9397
H -0.1337 1.4312 1.0306
H 0.9677 -0.3003 -0.2351
H -0.6214 -1.6356 -1.6781
H -1.8944 -1.1480 -0.7356
H -1.6978 0.4713 -2.6062
H 1.1243 -1.8208 1.5075
H -0.5036 -2.1244 1.5662
H 0.4118 -2.7103 0.3050
H 2.9939 1.8915 0.3213
H 1.8339 1.9626 -0.6821
O 2.1519 1.4866 0.0967
*
```

---

Version b
ORCA calculation (ωB97M-V/def2-TZVPD) on an isolated ion of composition C4H10NO3 and charge +1.

```
! wB97M-V def2-TZVPD RIJCOSX def2/J DEFGRID3
* xyz 1 1
N -1.1824 -0.7637 -0.6842
C -0.4446 0.4691 -0.1787
C 0.9047 0.1407 0.5724
C 1.9986 -0.1922 -0.4705
O 1.4103 -1.0784 -1.3957
C -1.2161 1.2148 0.8440
O -1.0344 2.3395 1.1912
O -2.2359 0.4700 1.3514
H -0.5927 -1.1295 -1.4462
H -2.1776 -0.5577 -0.8154
H -1.2573 -1.4736 0.0587
H -0.1479 1.0090 -1.0864
H 1.1002 1.0775 1.1741
H 0.7440 -0.6644 1.2906
H 2.2947 0.7502 -1.0087
H 2.9058 -0.5996 -0.0392
H 1.7764 -1.9624 -1.2919
H -2.8459 0.9507 1.9348
*
```

---

Result of the stability comparison: version a is the least stable of them.

---

Version a
ORCA calculation (ωB97M-V/def2-TZVPD) on C10H14N2NiP as an isolated structure.

```
! wB97M-V def2-TZVPD RIJCOSX def2/J DEFGRID3
* xyz -1 3
C -0.4059 -0.9402 -1.6529
C -0.9323 -0.1958 -2.7633
C -1.7245 0.9315 -2.5593
C -2.4560 0.9085 -1.3170
C -2.1889 -0.3097 -0.6537
Ni -0.6369 0.8139 -0.9663
P 1.4536 -1.0126 -1.7731
H -0.8304 -1.9161 -1.4099
H -0.4991 -0.3639 -3.7420
H -1.8955 1.6969 -3.3122
H -2.8202 -0.6030 0.1887
H -3.1995 1.6635 -1.0521
H 2.0392 0.2222 -1.3533
H 1.8774 -1.0785 -3.1236
H 2.0941 -2.0294 -1.0121
N -0.6932 -1.4579 1.4673
C 0.0423 -0.3744 1.7667
C 0.6413 -0.2705 3.0393
C 1.6576 0.6490 3.2368
C 1.9903 1.4815 2.1654
C 1.2690 1.4606 0.9833
N 0.2420 0.5699 0.7763
H -1.0655 -1.6237 0.5237
H -0.8114 -2.1875 2.1654
H 0.3384 -0.9990 3.7970
H 2.1703 0.6995 4.1957
H 2.8542 2.1303 2.2383
H 1.4897 2.1349 0.1468
*
```

As for the expectation value of S²: 2.04.

---

Version b
ORCA calculation (ωB97M-V/def2-TZVPD) on C10H14N2NiP as an isolated structure.

```
! wB97M-V def2-TZVPD RIJCOSX def2/J DEFGRID3
* xyz -1 3
C 0.7881 1.5527 -2.4882
C 0.2107 0.7447 -3.4899
C -0.2316 -0.6201 -3.4973
C -0.3509 -1.5517 -2.4429
C -0.1207 -1.3493 -1.1023
Ni -0.0376 0.2424 -1.6819
P 0.1080 2.2015 -0.5017
H 1.4271 2.3760 -2.7982
H 0.1183 1.1472 -4.4997
H -0.5630 -1.0306 -4.4570
H -0.1074 -2.1589 -0.3923
H -0.6573 -2.5591 -2.7150
H -0.8973 2.8389 0.3155
H 0.4040 3.4536 -1.0727
H 1.1743 2.2903 0.4315
N 1.6894 -1.3107 1.0853
C 0.5846 -0.8242 1.7297
C 0.3828 -1.2127 3.0734
C -0.6834 -0.6581 3.7614
C -1.5304 0.2510 3.0999
C -1.2839 0.5285 1.7556
N -0.2264 0.0381 1.0884
H 1.6397 -1.4668 0.0928
H 2.1838 -2.0550 1.5896
H 1.1030 -1.9336 3.4744
H -0.8440 -0.9273 4.8057
H -2.3506 0.7610 3.6104
H -1.9292 1.2324 1.2255
*
```

As for the expectation value of S²: 2.03.

---

Result of the stability comparison: version a is the least stable of them.

---

Version a
ORCA calculation (ωB97M-V/def2-TZVPD) on a 2-piece molecular cluster, C3H7N2S2 overall.

```
! wB97M-V def2-TZVPD RIJCOSX def2/J DEFGRID3
* xyz 1 1
C -1.9104 -1.8308 0.2625
C -3.1993 -1.5159 0.0546
C -0.7067 -1.1795 0.1998
N 0.3337 -0.6243 0.1304
N 2.1592 0.9448 -0.5288
S -4.0359 0.0919 -0.2243
S -2.7259 1.6240 -0.0580
H -1.5869 -2.8663 0.5232
H -3.9959 -2.2905 0.0904
H 1.3995 0.1987 -0.3144
H 1.7493 1.8224 -0.6654
H -2.5547 1.7327 -1.3756
H 2.7370 1.1057 0.2052
H 2.7159 0.8319 -1.4077
*
```

---

Version b
ORCA calculation (ωB97M-V/def2-TZVPD) on an isolated ion of composition C3H7N2S2 and charge +1.

```
! wB97M-V def2-TZVPD RIJCOSX def2/J DEFGRID3
* xyz 1 1
C -0.5820 -0.0170 -1.0059
C 0.2334 -0.9853 1.1871
C 1.1641 0.1569 1.5808
N -0.7403 -0.4829 0.2639
N -1.1309 1.1930 -1.2135
S 1.5324 1.3506 0.5222
S 0.4471 -1.0856 -1.9223
H 0.8563 -1.8455 0.9185
H -0.4521 -1.1717 2.0460
H 1.8922 0.0838 2.4366
H -1.3590 -0.0073 0.8287
H -1.6038 1.6288 -0.5125
H -1.2871 1.6357 -2.0909
H 1.0296 -0.4535 -3.0384
*
```

---

Result of the stability comparison: version b is the least stable of them.